[1]
{
  "formula": "C31H29CaN2O4P",
  "method": "wB97M-V/def2-TZVPD",
  "symbols": ["Ca", "O", "N", "C", "C", "C", "C", "C", "C", "C", "P", "C", "C", "C", "C", "C", "C", "C", "C", "C", "C", "C", "C", "H", "H", "H", "H", "H", "H", "H", "H", "H", "H", "H", "H", "H", "H", "H", "H", "O", "C", "N", "C", "O", "C", "C", "C", "C", "C", "C", "H", "H", "H", "H", "C", "C", "C", "C", "O", "H", "H", "H", "H", "H", "H", "H", "H", "H"],
  "positions_angstrom": [[-0.842, 1.115, 0.094], [1.075, -0.568, -0.818], [1.513, -0.509, 0.494], [2.498, 0.234, 0.798], [2.774, 0.326, 2.214], [4.030, 0.649, 2.726], [4.221, 0.720, 4.092], [3.158, 0.498, 4.956], [1.908, 0.180, 4.455], [1.695, 0.073, 3.085], [0.051, -0.277, 2.363], [-0.970, -0.014, 3.869], [-1.320, -0.989, 4.798], [-2.038, -0.638, 5.927], [-2.405, 0.681, 6.140], [-2.068, 1.657, 5.215], [-1.356, 1.306, 4.084], [0.025, -2.093, 2.265], [-1.218, -2.692, 2.091], [-1.321, -4.067, 1.990], [-0.175, -4.848, 2.034], [1.069, -4.251, 2.166], [1.172, -2.877, 2.297], [0.381, -1.251, -0.797], [3.073, 0.806, 0.070], [4.858, 0.817, 2.053], [5.201, 0.951, 4.481], [3.312, 0.573, 6.024], [1.089, 0.014, 5.139], [-1.028, -2.019, 4.642], [-2.312, -1.402, 6.640], [-2.950, 0.951, 7.031], [-2.357, 2.686, 5.370], [-1.058, 2.054, 3.358], [-2.085, -2.053, 2.003], [-2.285, -4.535, 1.851], [-0.253, -5.921, 1.958], [1.962, -4.858, 2.161], [2.135, -2.403, 2.424], [0.919, 3.726, 2.639], [0.461, 3.933, 1.535], [-0.033, 2.982, 0.696], [-0.398, 3.517, -0.475], [-0.836, 2.832, -1.396], [-0.204, 4.998, -0.426], [-0.465, 6.034, -1.300], [-0.208, 7.330, -0.858], [0.303, 7.578, 0.407], [0.587, 6.533, 1.281], [0.324, 5.255, 0.842], [-0.864, 5.852, -2.289], [-0.417, 8.165, -1.512], [0.475, 8.598, 0.720], [0.987, 6.695, 2.270], [-4.281, -1.206, -0.622], [-3.535, 0.010, -0.025], [-3.780, 1.220, -0.951], [-4.145, 0.329, 1.358], [-2.188, -0.248, 0.092], [-5.320, -0.952, -0.818], [-4.249, -2.042, 0.071], [-3.795, -1.503, -1.548], [-4.833, 1.314, -1.207], [-3.208, 1.077, -1.867], [-3.451, 2.144, -0.467], [-5.178, 0.656, 1.268], [-3.549, 1.111, 1.839], [-4.124, -0.559, 1.987]],
  "atomic_forces_ev_per_a": [[1.8, -0.5, -1.0], [0.0, 0.5, -0.3], [0.2, -0.4, 0.1], [0.3, 0.1, -1.1], [-0.2, 0.0, 0.8], [-0.2, 0.0, -0.2], [0.1, 0.0, 0.0], [0.1, 0.0, 0.0], [0.0, 0.0, 0.0], [0.2, 0.2, -0.2], [-0.3, -0.3, 1.6], [0.0, -0.1, -0.2], [0.0, 0.1, -0.1], [-0.1, -0.1, 0.1], [0.0, 0.1, 0.0], [0.0, 0.0, 0.1], [0.1, -0.1, -0.1], [-0.1, 0.0, -0.1], [0.0, 0.1, -0.1], [0.0, -0.2, 0.0], [-0.1, 0.0, 0.0], [0.1, -0.1, 0.0], [-0.2, 0.1, 0.0], [0.2, 0.0, 0.1], [0.0, -0.1, -0.1], [0.0, 0.1, -0.1], [0.1, 0.0, 0.1], [0.0, 0.0, 0.0], [0.0, 0.0, 0.0], [0.0, 0.0, 0.0], [0.0, 0.0, 0.1], [-0.1, 0.0, 0.1], [0.0, 0.1, 0.1], [0.0, 0.1, 0.1], [-0.2, -0.1, 0.0], [-0.1, 0.0, 0.0], [0.0, -0.1, -0.1], [0.1, -0.1, 0.1], [0.1, -0.1, 0.0], [-0.1, 0.2, -0.2], [0.3, 0.5, 0.6], [0.9, 0.7, 1.1], [0.3, 1.3, 0.0], [-0.4, 0.1, -1.2], [0.2, 0.5, 0.4], [0.0, -0.2, 0.0], [0.0, 0.0, -0.1], [0.0, 0.0, 0.1], [0.0, -0.2, -0.1], [-0.1, 0.2, -0.3], [0.0, 0.0, 0.0], [0.0, 0.0, 0.0], [0.0, 0.1, 0.0], [0.0, 0.1, 0.1], [0.3, 0.5, 0.2], [-1.3, -0.5, 0.0], [0.2, -0.3, 0.2], [0.3, -0.1, -0.4], [-2.0, -2.3, 0.1], [-0.2, -0.1, -0.1], [0.1, -0.2, 0.1], [0.0, 0.0, -0.1], [-0.1, 0.2, 0.0], [0.0, 0.1, -0.1], [0.0, 0.1, -0.1], [-0.1, 0.1, 0.0], [-0.1, 0.0, 0.1], [0.1, -0.1, 0.1]],
  "mulliken_charge": [1.71, -0.62, 0.03, -0.77, 0.27, -0.92, -0.64, -0.81, -0.55, 0.46, 1.87, 0.18, -0.40, -0.68, -0.60, -0.72, -0.09, 0.22, -0.20, -0.69, -0.60, -0.68, -0.37, 0.42, 0.45, 0.46, 0.40, 0.44, 0.42, 0.43, 0.43, 0.39, 0.44, 0.10, 0.38, 0.43, 0.39, 0.41, 0.40, -0.65, 0.16, -0.40, 0.50, -0.88, 0.16, -0.42, -0.45, -0.48, -0.40, -0.02, 0.49, 0.39, 0.40, 0.51, -1.87, 1.65, -1.78, -1.32, -0.78, 0.41, 0.35, 0.40, 0.47, 0.40, 0.36, 0.53, 0.16, 0.34],
  "relative_energy_kcal_mol": 33.0,
  "lumo_ev": 0.01
}


[2]
{
  "formula": "C31H29Cl2N2O2PPt",
  "method": "wB97M-V/def2-TZVPD",
  "symbols": ["Pt", "Cl", "C", "C", "C", "Cl", "C", "C", "C", "C", "N", "C", "C", "O", "H", "H", "H", "H", "N", "P", "C", "C", "C", "C", "C", "C", "C", "C", "C", "C", "C", "C", "C", "C", "C", "C", "C", "C", "H", "H", "H", "H", "H", "H", "H", "H", "H", "H", "H", "H", "H", "H", "H", "C", "C", "O", "C", "C", "H", "H", "H", "H", "H", "H", "H", "H", "H", "H"],
  "positions_angstrom": [[0.324, -1.215, 1.283], [0.959, -4.243, 5.212], [2.107, -3.336, 4.289], [3.428, -3.226, 4.750], [4.382, -2.550, 4.042], [6.011, -2.462, 4.641], [4.053, -1.926, 2.817], [4.945, -1.249, 1.954], [4.482, -0.725, 0.777], [3.119, -0.808, 0.454], [2.269, -1.408, 1.257], [2.710, -2.003, 2.411], [1.696, -2.746, 3.104], [0.503, -2.817, 2.591], [3.692, -3.702, 5.685], [5.989, -1.171, 2.226], [5.148, -0.222, 0.090], [2.715, -0.364, -0.446], [0.091, 0.603, 0.583], [-0.333, 1.215, -0.767], [0.701, 0.835, -2.231], [1.121, -0.480, -2.442], [1.920, -0.804, -3.530], [2.322, 0.189, -4.416], [1.921, 1.501, -4.208], [1.113, 1.822, -3.125], [-2.048, 0.921, -1.332], [-3.036, 1.031, -0.354], [-4.374, 0.873, -0.684], [-4.734, 0.575, -1.994], [-3.754, 0.443, -2.969], [-2.414, 0.625, -2.642], [-0.262, 3.025, -0.629], [0.799, 3.563, 0.098], [0.911, 4.937, 0.258], [-0.041, 5.782, -0.300], [-1.104, 5.251, -1.017], [-1.216, 3.875, -1.181], [0.835, -1.250, -1.738], [2.227, -1.830, -3.686], [2.952, -0.060, -5.260], [2.238, 2.280, -4.890], [0.805, 2.850, -2.976], [-2.742, 1.241, 0.670], [-5.136, 0.978, 0.078], [-5.776, 0.440, -2.252], [-4.031, 0.205, -3.989], [-1.656, 0.537, -3.412], [1.517, 2.892, 0.553], [1.736, 5.349, 0.826], [0.042, 6.854, -0.169], [-1.853, 5.906, -1.445], [-2.049, 3.469, -1.742], [-1.638, -2.565, -1.249], [-2.642, -2.317, -0.157], [-1.991, -1.861, 1.028], [-2.921, -1.671, 2.097], [-2.184, -1.298, 3.360], [-2.144, -2.969, -2.128], [-0.877, -3.274, -0.920], [-1.156, -1.634, -1.533], [-3.169, -3.246, 0.086], [-3.389, -1.579, -0.469], [-3.489, -2.598, 2.227], [-3.631, -0.885, 1.813], [-1.602, -2.134, 3.743], [-2.894, -0.970, 4.120], [-1.498, -0.468, 3.162]],
  "atomic_forces_ev_per_a": [[-1.2, -0.9, -0.3], [0.0, 0.0, 0.0], [0.0, -0.1, 0.0], [0.0, -0.1, 0.1], [0.0, 0.0, 0.0], [0.0, 0.0, 0.0], [0.0, 0.0, -0.1], [-0.1, 0.0, -0.1], [0.1, -0.1, 0.0], [0.0, 0.1, 0.0], [0.2, 0.8, 0.5], [-0.2, -0.4, -0.1], [0.1, 0.1, 0.0], [0.3, 0.0, 0.0], [0.0, 0.0, 0.0], [0.0, 0.0, 0.0], [0.0, 0.0, 0.0], [0.0, 0.1, 0.1], [0.2, -0.1, -0.2], [0.1, 0.1, -0.1], [-0.1, 0.0, -0.1], [0.0, 0.1, -0.1], [0.0, 0.0, 0.0], [0.0, 0.0, 0.0], [0.0, 0.0, 0.0], [0.0, 0.0, 0.0], [0.0, 0.0, 0.0], [-0.1, 0.1, 0.0], [0.0, 0.0, 0.0], [0.0, 0.0, 0.0], [0.0, 0.0, 0.0], [-0.1, 0.0, 0.0], [0.0, 0.0, 0.1], [0.0, 0.1, 0.0], [0.0, -0.1, 0.0], [0.0, 0.0, 0.0], [0.0, 0.0, 0.0], [0.1, 0.0, 0.0], [0.0, 0.0, 0.1], [0.0, 0.0, 0.0], [0.0, 0.0, 0.0], [0.0, 0.0, 0.0], [0.0, 0.0, 0.0], [0.0, 0.0, 0.0], [0.0, 0.0, 0.0], [0.0, 0.0, 0.0], [0.0, 0.0, 0.0], [0.0, 0.0, 0.0], [0.0, 0.0, 0.0], [0.0, 0.0, 0.0], [0.0, 0.0, 0.0], [0.0, 0.0, 0.0], [0.0, 0.0, 0.0], [0.1, 0.0, 0.0], [0.0, -0.2, -0.1], [0.4, 0.4, 0.3], [0.0, 0.1, 0.1], [0.0, 0.0, 0.0], [0.0, 0.0, 0.0], [0.0, 0.0, 0.0], [0.0, 0.0, 0.0], [0.0, 0.0, 0.1], [0.1, 0.0, 0.0], [0.0, 0.0, 0.0], [0.0, 0.0, -0.1], [0.0, 0.0, 0.0], [0.0, 0.0, 0.0], [-0.1, 0.0, 0.0]],
  "mulliken_charge": [1.21, -0.22, 0.43, -0.65, 0.61, -0.27, 0.24, -0.70, -1.06, 0.02, 0.20, 0.21, 0.07, -0.88, 0.45, 0.41, 0.43, 0.36, -1.01, 1.78, 0.15, -0.27, -1.11, -0.68, -0.64, -0.39, 0.56, -0.39, -0.80, -0.46, -0.79, -0.37, -0.50, -0.14, -0.72, -0.48, -0.78, -0.08, 0.58, 0.44, 0.37, 0.41, 0.35, 0.48, 0.40, 0.38, 0.41, 0.39, 0.43, 0.41, 0.38, 0.41, 0.40, -1.23, -0.22, -0.32, -0.13, -1.34, 0.49, 0.30, 0.17, 0.48, 0.24, 0.39, 0.19, 0.30, 0.45, 0.27],
  "lumo_ev": -0.26
}


[3]
{
  "formula": "C31H29ClI2N6O5Ru",
  "method": "wB97M-V/def2-TZVPD",
  "symbols": ["Ru", "C", "N", "C", "C", "C", "C", "C", "N", "C", "C", "C", "C", "C", "C", "H", "H", "H", "H", "H", "H", "H", "H", "H", "H", "H", "I", "C", "C", "C", "I", "C", "C", "C", "C", "N", "C", "C", "O", "H", "H", "H", "H", "C", "N", "C", "C", "N", "C", "H", "H", "H", "H", "H", "H", "C", "C", "C", "C", "C", "C", "N", "H", "H", "H", "H", "H", "H", "H", "H", "O", "Cl", "O", "O", "O"],
  "positions_angstrom": [[0.336, -0.522, 0.607], [-1.785, -1.223, -1.742], [-1.572, -1.048, -0.306], [-2.382, -1.640, 0.495], [-2.026, -1.688, 1.873], [-2.660, -2.092, 3.041], [-1.761, -1.811, 4.082], [-0.629, -1.247, 3.498], [-0.781, -1.183, 2.163], [-3.109, -0.696, -2.243], [-3.586, 0.551, -1.850], [-4.785, 1.033, -2.348], [-5.530, 0.276, -3.243], [-5.065, -0.970, -3.636], [-3.863, -1.452, -3.134], [-1.704, -2.286, -1.980], [-0.965, -0.730, -2.263], [-3.287, -2.122, 0.127], [-3.641, -2.533, 3.116], [-1.902, -1.999, 5.134], [0.281, -0.924, 3.977], [-2.987, 1.146, -1.173], [-5.134, 2.013, -2.045], [-6.467, 0.657, -3.632], [-5.639, -1.571, -4.331], [-3.503, -2.429, -3.435], [-1.444, 4.002, -2.382], [0.103, 2.655, -2.758], [0.955, 2.862, -3.849], [2.009, 2.024, -4.088], [3.210, 2.386, -5.762], [2.284, 0.944, -3.205], [3.378, 0.058, -3.320], [3.566, -0.905, -2.375], [2.682, -0.995, -1.290], [1.638, -0.207, -1.163], [1.420, 0.747, -2.110], [0.256, 1.578, -1.880], [-0.515, 1.289, -0.919], [0.769, 3.699, -4.509], [4.061, 0.160, -4.153], [4.389, -1.604, -2.430], [2.853, -1.718, -0.505], [-1.731, 4.174, 2.605], [-0.876, 3.008, 2.528], [0.134, 2.662, 3.395], [0.715, 1.549, 2.880], [0.088, 1.229, 1.692], [-0.870, 2.120, 1.523], [-1.916, 4.413, 3.650], [-2.681, 3.953, 2.123], [-1.271, 5.029, 2.112], [0.344, 3.226, 4.286], [1.536, 0.973, 3.265], [-1.544, 2.154, 0.687], [3.069, 1.680, 0.621], [3.152, 0.437, 1.457], [4.219, 0.091, 2.256], [3.915, -1.162, 2.835], [2.665, -1.528, 2.378], [1.965, -2.815, 2.703], [2.186, -0.547, 1.540], [3.579, 2.496, 1.139], [2.048, 2.005, 0.428], [3.556, 1.561, -0.352], [5.120, 0.675, 2.383], [4.536, -1.755, 3.490], [2.660, -3.646, 2.571], [1.112, -3.007, 2.058], [1.606, -2.836, 3.734], [0.227, -4.871, -0.522], [1.059, -3.748, -0.820], [1.087, -3.485, -2.231], [2.388, -3.939, -0.314], [0.455, -2.580, -0.159]],
  "atomic_forces_ev_per_a": [[0.0, -0.4, -0.5], [0.1, 0.0, 0.0], [0.0, 0.0, 0.2], [0.0, 0.0, 0.1], [0.0, 0.1, -0.1], [0.0, 0.0, 0.0], [0.0, 0.0, 0.0], [0.0, 0.0, 0.0], [0.0, -0.1, 0.2], [0.0, -0.1, 0.0], [0.0, 0.0, 0.0], [0.0, 0.0, 0.0], [0.0, 0.0, 0.0], [0.0, 0.0, 0.0], [0.0, 0.0, 0.0], [0.0, 0.0, 0.0], [0.0, 0.0, 0.0], [0.0, 0.0, 0.0], [0.0, 0.0, 0.0], [0.0, 0.0, 0.0], [0.0, 0.0, 0.0], [0.0, 0.0, 0.0], [0.0, 0.0, 0.0], [0.0, 0.0, 0.0], [0.0, 0.0, 0.0], [0.0, 0.0, 0.0], [0.0, 0.0, 0.0], [0.0, 0.0, -0.1], [0.0, 0.0, 0.0], [0.0, 0.0, 0.0], [0.0, 0.0, 0.0], [0.0, 0.0, 0.0], [0.0, 0.0, 0.0], [0.0, 0.0, 0.0], [0.0, 0.1, 0.1], [0.0, 0.0, -0.1], [0.0, 0.0, 0.0], [0.0, -0.1, 0.1], [0.0, 0.2, -0.1], [0.0, 0.0, 0.0], [0.0, 0.0, 0.0], [0.0, 0.0, 0.0], [0.0, 0.0, 0.0], [0.0, 0.0, 0.0], [-0.1, 0.0, 0.0], [0.0, 0.0, 0.0], [0.0, 0.0, -0.1], [-0.1, 0.1, 0.2], [0.0, -0.1, 0.0], [0.0, 0.0, 0.0], [0.0, 0.0, 0.0], [0.0, 0.0, 0.0], [0.0, 0.0, 0.0], [0.0, 0.0, 0.0], [0.0, 0.0, 0.0], [0.0, 0.0, 0.0], [0.0, 0.0, 0.1], [0.0, 0.0, 0.0], [0.0, 0.0, 0.0], [0.0, 0.0, 0.0], [0.0, 0.0, 0.0], [0.0, 0.2, 0.0], [0.0, 0.0, 0.0], [0.0, 0.0, 0.0], [0.0, 0.0, 0.0], [0.0, 0.0, 0.0], [0.0, 0.0, 0.0], [0.0, 0.0, 0.0], [0.0, 0.0, 0.0], [0.0, 0.0, 0.0], [0.0, 0.0, 0.0], [0.1, -0.1, -0.2], [0.0, 0.0, 0.0], [0.0, 0.0, 0.0], [-0.2, -0.1, 0.3]],
  "mulliken_charge": [0.06, -1.36, 1.51, -0.21, -0.92, -1.10, -1.17, -0.94, 1.37, 0.14, 0.06, -0.86, -0.41, -0.68, -0.44, 0.50, 0.18, 0.42, 0.50, 0.46, 0.60, 0.65, 0.38, 0.37, 0.38, 0.41, -0.07, -0.57, -0.28, -0.09, -0.01, 1.22, -1.19, -1.70, -0.48, 1.37, -0.18, -0.43, 0.23, 0.35, 0.16, 0.53, 0.72, -0.92, 0.27, -0.99, -0.91, 1.56, -1.15, 0.35, 0.33, 0.30, 0.44, 0.49, 0.44, -1.59, 0.12, -1.08, -1.11, 0.04, -1.49, 2.53, 0.46, 0.10, 0.20, 0.53, 0.51, 0.41, 0.03, 0.32, -0.73, 1.97, -0.68, -0.65, -0.59],
  "multiplicity": 2,
  "s2": 0.754,
  "total_charge": -1,
  "relative_energy_kcal_mol": 0.0,
  "lumo_ev": [1.95, 1.95]
}